1.
Molecular formula: C28H29F3N4S2Sb2Se4SiW
Method: DFT, ωB97M-V/def2-TZVPD

Atoms and positions in Å:
W -10.502 9.433 13.580
Sb -7.758 10.010 13.043
Sb -14.626 8.668 13.464
Se -14.231 8.157 11.221
Se -16.339 8.524 15.045
Se -12.587 9.186 15.029
Se -11.388 9.529 11.535
S -10.059 9.617 18.196
S -10.521 14.275 13.778
Si -9.812 6.104 11.973
F -4.535 4.979 14.298
F -6.035 11.141 7.149
F -5.904 14.835 16.345
N -8.969 7.854 16.416
N -10.563 12.590 11.749
N -10.390 11.700 13.955
N -9.951 9.925 15.697
C -5.538 6.437 12.696
C -5.839 10.689 10.706
C -6.431 8.497 13.502
C -6.912 11.528 15.523
C -6.559 12.612 16.339
C -6.138 7.676 12.440
C -9.644 7.559 13.394
C -7.119 11.673 14.148
C -10.435 11.132 16.241
C -9.633 9.064 16.626
C -6.034 8.080 14.781
C -6.774 12.849 13.500
C -10.449 12.148 15.260
C -6.246 13.760 15.646
C -6.420 10.880 8.392
C -10.617 11.127 17.588
C -9.066 4.611 12.855
C -5.340 6.905 15.042
C -6.363 13.943 14.261
C -10.527 13.483 15.398
C -8.967 6.829 10.412
C -7.162 10.351 11.001
C -8.080 10.344 9.968
C -5.107 6.147 13.971
C -10.486 12.732 13.086
C -5.494 10.994 9.423
C -11.611 5.774 11.633
C -7.710 10.554 8.630
H -11.976 5.096 12.433
H -7.932 6.766 10.338
H -10.602 7.236 13.988
H -6.998 13.015 12.438
H -8.882 7.504 15.466
H -9.377 6.203 9.528
H -11.005 11.712 11.511
H -12.178 6.651 11.522
H -4.514 11.352 9.203
H -5.014 6.546 16.020
H -9.150 10.199 10.173
H -5.153 10.709 11.485
H -11.598 5.238 10.679
H -8.562 4.898 13.783
H -11.009 12.000 18.224
H -6.374 8.750 15.575
H -7.136 10.542 15.913
H -6.371 7.929 11.445
H -6.454 12.538 17.427
H -5.413 5.694 11.885
H -8.357 10.319 7.749
H -6.132 14.916 13.888
H -8.259 4.130 12.250
H -10.428 13.344 11.132
H -8.732 7.305 13.873
H -10.650 14.134 16.275
H -9.270 7.817 10.296
H -9.239 7.174 17.121
H -9.799 3.841 13.116

Output
ΔE to the lowest compared entry with this formula, charge and spin: 0.0 kcal/mol
2S+1: 1
Net charge: +2
E_LUMO (alpha / beta): -7.08 / -7.08 eV

=====

2.
Molecular formula: C28H29FeN3Si
Method: DFT, ωB97M-V/def2-TZVPD

Atoms and positions in Å:
Fe -0.577 -0.397 0.411
Si 0.752 -0.346 -4.427
N -0.019 -3.160 1.561
N -0.308 -1.052 2.595
N -1.737 -2.060 0.382
C 0.725 -2.853 3.821
C -1.095 0.273 -4.682
C -3.450 0.455 -4.152
C 0.747 -0.776 -0.786
C -2.551 1.113 0.158
C -0.348 1.807 -0.047
C 0.140 -0.832 4.950
C -2.843 -4.564 -0.298
C 4.834 -0.780 -5.024
C -2.969 -2.146 -0.210
C -1.217 1.374 -5.558
C -1.537 1.474 -0.777
C 0.697 -2.116 5.000
C 4.121 -3.032 -4.423
C -2.005 1.222 1.470
C 3.531 -0.326 -4.816
C 5.115 -2.140 -4.842
C 2.516 -1.227 -4.423
C -1.640 -4.485 0.397
C -3.529 -3.368 -0.570
C 2.806 -2.582 -4.215
C -0.640 1.666 1.359
C -3.552 1.595 -4.958
C -0.347 -0.333 3.747
C -2.228 -0.219 -4.020
C -1.161 -3.222 0.757
C 0.129 -2.316 2.673
C -2.437 2.046 -5.672
H -4.500 2.123 -5.055
H 5.610 -0.076 -5.336
H 3.249 0.714 -5.026
H -0.344 1.714 -6.125
H -3.586 0.883 -0.080
H -2.152 -1.118 -3.396
H 1.183 -3.831 3.712
H 4.374 -4.086 -4.274
H 0.595 2.158 -0.456
H -1.651 1.509 -1.860
H 0.404 -4.074 1.710
H 0.085 -0.185 5.820
H 6.126 -2.500 -5.020
H -4.331 0.078 -3.625
H -3.488 -1.204 -0.386
H 1.473 0.061 -0.802
H 1.285 -1.677 -0.444
H -3.226 -5.528 -0.617
H -1.046 -5.347 0.696
H -2.549 1.076 2.405
H 0.404 -0.984 -1.806
H 1.100 -2.520 5.927
H -4.491 -3.364 -1.084
H 2.019 -3.293 -3.948
H 1.192 0.844 -3.638
H 0.031 1.925 2.170
H -2.514 2.917 -6.325
H 0.982 -0.132 -5.771
H -0.786 0.665 3.703

Output
ΔE to the lowest compared entry with this formula, charge and spin: 0.0 kcal/mol
2S+1: 5
Net charge: 0
E_LUMO (alpha / beta): 0.09 / 0.07 eV
<S²>: 6.0240

=====

3.
Molecular formula: C28H29KNP2S
Method: DFT, ωB97M-V/def2-TZVPD

Atoms and positions in Å:
K -0.670 -3.696 0.237
S -2.653 3.312 -0.978
P 0.046 -1.062 -1.085
P -0.063 -1.049 1.986
N -0.430 -0.396 0.414
C 2.577 2.015 2.682
C -2.649 -1.726 -1.427
C 3.399 -3.100 0.920
C -1.535 -1.115 -2.011
C 0.879 0.375 4.144
C 2.230 -0.198 -2.490
C 2.512 2.132 4.066
C 3.284 -4.241 1.706
C 1.278 -2.295 1.746
C -3.924 -1.439 -3.438
C -1.519 0.604 0.480
C 1.443 2.453 -2.691
C -2.825 -0.847 -4.035
C 2.654 2.041 -3.234
C -2.293 2.973 0.772
C -1.152 1.986 1.005
C 2.411 -2.132 0.948
C 0.621 1.542 -2.056
C -3.833 -1.884 -2.123
C 1.013 0.206 -1.945
C 1.188 -3.434 2.550
C 3.048 0.717 -3.139
C 0.950 0.247 2.763
C 1.802 1.074 2.032
C 2.182 -4.403 2.530
C 1.666 1.314 4.796
C -1.639 -0.687 -3.331
C -4.116 2.301 -1.263
H 3.230 2.663 2.113
H -0.250 2.341 0.501
H -0.793 -0.220 -3.817
H -2.886 -0.499 -5.057
H 3.987 0.396 -3.565
H -2.053 3.931 1.233
H 4.271 -2.959 0.296
H 2.534 -1.237 0.351
H -3.214 2.625 1.245
H 0.202 -0.251 4.714
H -1.898 0.729 -0.533
H -4.907 2.560 -0.562
H 0.337 -3.555 3.214
H 3.118 2.870 4.572
H -4.464 2.532 -2.268
H 1.139 3.487 -2.771
H -2.346 0.192 1.076
H -0.924 1.962 2.072
H -3.913 1.232 -1.210
H 2.101 -5.273 3.169
H -4.688 -2.341 -1.641
H -0.327 1.875 -1.660
H 4.063 -4.990 1.688
H 1.834 0.999 0.951
H 1.609 1.413 5.871
H 3.290 2.758 -3.734
H -2.625 -2.038 -0.381
H 2.536 -1.235 -2.407
H -4.846 -1.560 -3.990

Output
ΔE to the lowest compared entry with this formula, charge and spin: 4.7 kcal/mol
2S+1: 1
Net charge: +1
E_LUMO: -2.91 eV

=====

4.
Molecular formula: C28H29LuNOP2
Method: DFT, ωB97M-V/def2-TZVPD

Atoms and positions in Å:
Lu 0.217 0.349 -0.560
P -2.472 1.017 -0.782
P -0.097 -2.390 -0.659
O 2.824 -0.543 0.470
N 0.227 0.224 -2.725
C -0.083 -2.078 4.348
C 3.636 -0.439 -4.023
C -1.574 -3.385 -0.404
C -0.067 1.473 -3.278
C -1.582 3.332 -3.669
C -2.821 2.699 -0.191
C 1.387 -1.888 -3.093
C -0.501 4.101 -4.133
C 0.774 3.602 -4.146
C -2.416 -1.194 5.583
C -1.040 -1.369 3.561
C -1.381 2.020 -3.209
C -0.355 -2.398 5.676
C 1.202 -3.498 -0.037
C -0.861 -1.216 2.148
C -0.737 -1.046 0.909
C 3.673 -1.816 -3.934
C 1.022 2.255 -3.757
C -4.013 0.101 -0.359
C -2.545 1.228 -2.618
C 2.301 1.651 -3.731
C 2.771 0.389 -0.342
C -1.515 -1.968 6.296
C 2.558 -2.546 -3.473
C 2.433 0.256 -3.711
C 1.317 -0.480 -3.239
C 0.209 -2.637 -2.511
C -2.181 -0.851 4.247
H -4.148 -0.757 -1.036
H -3.464 1.790 -2.821
H 3.612 1.012 -0.725
H -2.074 3.393 -0.585
H -1.730 -2.253 7.336
H -1.959 -3.119 0.576
H -2.578 3.766 -3.676
H -4.891 0.765 -0.432
H 3.170 2.267 -3.935
H 2.631 -3.633 -3.411
H 1.188 -3.505 1.053
H 1.033 -4.524 -0.393
H -3.912 -0.261 0.676
H -2.898 -0.208 3.734
H 4.574 -2.354 -4.216
H 4.520 0.135 -4.334
H -3.814 3.049 -0.482
H -3.327 -0.869 6.064
H -2.618 0.227 -3.085
H 0.361 -3.717 -2.647
H -0.694 5.124 -4.487
H 0.866 -2.400 3.903
H 1.640 4.211 -4.454
H 0.341 -3.010 6.233
H -2.342 -3.155 -1.142
H -2.757 2.684 0.902
H -0.723 -2.366 -3.031
H -1.358 -4.454 -0.424
H 2.198 -3.180 -0.355

Output
ΔE to the lowest compared entry with this formula, charge and spin: 26.0 kcal/mol
2S+1: 1
Net charge: +1
E_LUMO: -4.49 eV

=====

Q: Which of these has the highest 2S+1?
A: C28H29FeN3Si